(1)
ORCA calculation (ωB97M-V/def2-TZVPD) on a cluster of 2 separate species, C2H9N3O in total at a distorted geometry.

Summary:
Frontier orbital gap (spin up / spin down) ... 0.1165 / 0.3377 hartree
Multiplicity ... 2
Charge ... -1
<S²> ... 0.750
HOMO (spin up / spin down) ... 0.983 / -5.093 eV

XYZ file:
```
15
C2H9N3O ωB97M-V/def2-TZVPD
C -0.795 1.525 0.454
N -1.049 0.105 0.830
C -0.373 -0.882 0.215
N -0.502 -2.158 0.771
N 0.594 -0.648 -0.649
H -0.257 1.990 1.301
H -0.216 1.578 -0.472
H -1.715 2.059 0.360
H -1.978 -0.130 1.097
H -1.314 -2.539 1.251
H -0.022 -2.868 0.258
H 1.214 -1.433 -0.786
H 1.460 1.048 -1.813
H 2.577 0.903 -1.013
O 2.376 1.450 -1.802
```

Here are the Löwdin charges for atoms 1 to 6, given in e:
1 C -0.139
2 N -0.027
3 C -0.849
4 N -0.011
5 N 0.046
6 H 0.071

***

(2)
ORCA calculation (ωB97M-V/def2-TZVPD) on a structure of composition C33H36F6GeMoN5O3PS2Se at a distorted geometry.

Summary:
Frontier orbital gap (spin up / spin down) ... 0.2156 / 0.1791 hartree
Multiplicity ... 2
Charge ... +1
<S²> ... 1.043
HOMO (spin up / spin down) ... -10.369 / -10.513 eV

XYZ file:
```
89
C33H36F6GeMoN5O3PS2Se ωB97M-V/def2-TZVPD
Mo -0.193 -0.294 1.883
O 1.209 -2.916 4.481
C 0.544 -2.040 3.996
N 1.030 -0.997 3.214
C 2.388 -0.974 2.787
O 3.054 0.024 2.809
C 2.908 -2.291 2.260
C 4.233 -2.665 2.426
C 4.626 -3.896 1.924
C 3.688 -4.703 1.300
C 2.384 -4.236 1.183
N 2.013 -3.045 1.634
C -0.927 -1.887 4.178
C -1.670 -2.641 5.063
C -3.028 -2.390 5.173
C -3.589 -1.377 4.408
C -2.781 -0.656 3.552
N -1.475 -0.906 3.430
H 4.913 -2.013 2.957
H 5.650 -4.229 2.034
H 3.946 -5.682 0.918
H 1.600 -4.831 0.724
H -1.170 -3.401 5.646
H -3.649 -2.970 5.842
H -4.642 -1.145 4.462
H -3.182 0.133 2.929
C 0.405 1.794 4.373
C -0.134 1.742 2.972
N 0.753 1.492 1.969
N 0.877 2.238 0.869
C 1.152 1.600 -0.229
S 1.154 -0.143 -0.264
S 1.651 2.436 -1.666
C 1.343 4.210 -1.300
C 0.232 4.748 -2.156
C -1.047 4.210 -2.064
C -2.078 4.710 -2.841
C -1.837 5.752 -3.726
C -0.564 6.289 -3.829
C 0.469 5.786 -3.049
C -1.346 2.497 2.591
C -1.807 3.681 3.146
C -2.940 4.289 2.626
C -3.612 3.710 1.554
C -3.172 2.526 0.991
C -2.033 1.917 1.507
O -1.516 0.770 1.066
H 1.392 1.337 4.402
H -0.257 1.305 5.088
H 0.509 2.843 4.660
H 2.277 4.732 -1.492
H 1.114 4.253 -0.239
H -1.229 3.387 -1.385
H -3.072 4.287 -2.761
H -2.640 6.136 -4.342
H -0.373 7.100 -4.520
H 1.464 6.206 -3.134
H -1.281 4.135 3.976
H -3.296 5.217 3.051
H -4.496 4.189 1.155
H -3.691 2.054 0.165
F -0.841 -2.258 1.312
P -1.977 -3.007 0.149
F -2.948 -3.682 -0.885
F -2.324 -1.530 -0.370
F -1.481 -4.391 0.742
F -0.730 -3.037 -0.897
F -3.079 -2.875 1.296
C -1.435 -2.514 -4.347
Ge 0.375 -1.936 -4.816
C 0.853 -2.276 -6.691
C 0.829 -0.105 -4.273
C 1.609 -3.223 -3.784
Se 1.938 -2.688 -1.997
C 3.577 -1.704 -2.282
H -2.175 -1.823 -4.750
H -1.556 -2.558 -3.265
H -1.625 -3.503 -4.766
H 0.196 -1.700 -7.344
H 0.743 -3.331 -6.939
H 1.881 -1.978 -6.894
H 0.053 0.568 -4.637
H 1.778 0.210 -4.708
H 0.874 -0.011 -3.187
H 2.552 -3.331 -4.319
H 1.069 -4.169 -3.756
H 3.378 -0.880 -2.966
H 4.337 -2.368 -2.686
H 3.881 -1.309 -1.315
```

Here are the Löwdin charges for atoms 1 to 6, given in e:
1 Mo 1.683
2 O 0.150
3 C -0.428
4 N -0.077
5 C -0.429
6 O 0.122